Entry 1:
Molecular formula: C66H55N3P3PtSSi
Method: DFT, ωB97M-V/def2-TZVPD

ORCA input file:
```
! RIJCOSX wB97M-V def2-TZVPD def2/J DEFGRID3
* xyz 1 5
Pt -0.203 -0.325 0.052
C -3.371 -4.702 -3.164
C -2.189 -4.053 -3.500
C -1.399 -3.495 -2.509
C -1.785 -3.572 -1.168
C -2.959 -4.240 -0.836
C -3.749 -4.800 -1.834
P -0.711 -2.737 0.044
C -1.253 -3.260 1.688
C -0.425 -3.911 2.598
C -0.856 -4.129 3.903
C -2.112 -3.703 4.305
C -2.939 -3.036 3.407
C -2.507 -2.799 2.112
C 0.868 -3.562 -0.345
C 0.950 -4.951 -0.208
C 2.080 -5.628 -0.625
C 3.119 -4.925 -1.222
C 3.026 -3.553 -1.384
C 1.910 -2.832 -0.934
Si 1.751 -0.956 -1.115
C 1.434 -0.615 -2.939
C 2.411 -0.858 -3.911
C 2.109 -0.800 -5.263
C 0.813 -0.508 -5.668
C -0.164 -0.237 -4.724
C 0.149 -0.263 -3.363
P -1.056 0.251 -2.088
C -2.726 -0.130 -2.723
C -3.488 -1.139 -2.143
C -4.754 -1.437 -2.631
C -5.273 -0.714 -3.693
C -4.534 0.322 -4.254
C -3.272 0.622 -3.767
C -1.072 2.072 -2.171
C -0.298 2.803 -3.066
C -0.526 4.166 -3.226
C -1.529 4.794 -2.504
C -2.287 4.071 -1.588
C -2.051 2.719 -1.413
C 3.279 -0.051 -0.506
C 4.597 -0.442 -0.785
C 5.683 0.234 -0.250
C 5.476 1.321 0.591
C 4.187 1.729 0.880
C 3.094 1.055 0.332
P 1.420 1.674 0.733
C 1.438 3.370 0.037
C 2.391 3.755 -0.911
C 2.413 5.052 -1.405
C 1.487 5.987 -0.963
C 0.498 5.600 -0.071
C 0.458 4.296 0.402
C 1.565 1.866 2.564
C 1.275 3.046 3.249
C 1.336 3.115 4.634
C 1.690 1.993 5.370
C 1.999 0.819 4.705
C 1.945 0.744 3.316
H -3.990 -5.137 -3.938
H -1.880 -3.981 -4.536
H -0.471 -3.004 -2.781
H -3.264 -4.331 0.199
H -4.660 -5.321 -1.566
H 0.561 -4.242 2.301
H -0.204 -4.634 4.605
H -2.445 -3.879 5.320
H -3.914 -2.685 3.722
H -3.133 -2.228 1.431
H 0.116 -5.505 0.210
H 2.142 -6.703 -0.509
H 3.998 -5.451 -1.572
H 3.843 -3.039 -1.875
H 3.421 -1.113 -3.607
H 2.877 -0.997 -6.001
H 0.564 -0.485 -6.722
H -1.168 -0.001 -5.053
H -3.103 -1.680 -1.293
H -5.334 -2.226 -2.169
H -6.261 -0.941 -4.073
H -4.947 0.906 -5.067
H -2.721 1.452 -4.193
H 0.470 2.311 -3.650
H 0.075 4.733 -3.926
H -1.713 5.852 -2.646
H -3.065 4.560 -1.014
H -2.666 2.144 -0.728
H 4.793 -1.297 -1.420
H 6.690 -0.096 -0.474
H 6.320 1.843 1.025
H 4.026 2.577 1.536
H 3.140 3.052 -1.250
H 3.168 5.335 -2.127
H 1.522 7.005 -1.329
H -0.257 6.309 0.247
H -0.359 3.995 1.048
H 1.036 3.944 2.700
H 1.124 4.053 5.133
H 1.735 2.036 6.450
H 2.295 -0.066 5.256
H 1.547 -1.039 2.314
C -3.320 4.339 3.895
C -3.399 3.273 2.860
C -4.368 3.106 1.916
C -4.356 2.022 1.027
N -3.364 1.042 1.158
C -2.471 1.207 2.053
S -1.175 0.028 2.308
N -2.375 2.306 2.880
C -5.381 1.809 -0.035
H -4.019 5.141 3.669
H -2.315 4.768 3.949
H -3.562 3.948 4.888
H -5.166 3.836 1.858
H -1.719 2.281 3.645
H -6.008 2.693 -0.153
H -6.034 0.960 0.198
H -4.910 1.593 -0.997
N 2.297 -0.467 2.671
C 3.527 -1.118 2.828
C 4.647 -0.493 3.368
C 5.852 -1.181 3.452
C 5.965 -2.488 3.001
C 4.847 -3.105 2.455
C 3.642 -2.429 2.369
H 4.586 0.530 3.717
H 6.713 -0.681 3.879
H 6.907 -3.016 3.071
H 4.909 -4.125 2.096
H 2.775 -2.916 1.939
*
```

Maximum force (eV/A): 0.7
Energy above the lowest of the compared OMol25 structures with the same formula, charge and spin (kJ/mol): 16.7


Entry 2:
Molecular formula: C66H70N14
Method: DFT, ωB97M-V/def2-TZVPD

ORCA input file:
```
! RIJCOSX wB97M-V def2-TZVPD def2/J DEFGRID3
* xyz 0 1
N 1.321 -6.942 2.037
C 1.951 -6.443 3.167
C 1.804 -5.056 3.270
C 0.944 -4.749 2.201
C 0.472 -5.910 1.591
H 1.369 -7.880 1.665
H 2.492 -7.159 3.768
H 2.220 -4.475 4.080
H 0.610 -3.775 1.874
H -0.206 -6.083 0.768
N -0.809 5.873 -4.749
C -0.484 6.116 -3.419
C -0.416 4.798 -2.843
C -0.516 3.884 -3.869
C -0.630 4.539 -5.060
H -1.022 6.567 -5.451
H -0.494 7.089 -2.951
H -0.175 4.631 -1.804
H -0.292 2.835 -3.741
H -0.854 4.201 -6.060
N -4.505 2.410 -1.667
C -3.181 2.837 -1.527
C -2.586 2.403 -0.337
C -3.604 1.763 0.260
C -4.758 1.726 -0.508
H -5.055 2.489 -2.511
H -2.716 3.381 -2.336
H -1.546 2.482 -0.055
H -3.521 1.235 1.199
H -5.668 1.152 -0.409
N 5.854 0.495 -0.509
C 5.105 1.535 0.015
C 5.951 2.349 0.746
C 7.240 1.848 0.576
C 7.146 0.643 -0.142
H 5.525 -0.196 -1.168
H 4.043 1.582 -0.176
H 5.624 3.291 1.161
H 8.142 2.378 0.842
H 7.913 0.011 -0.565
N 1.268 1.027 0.367
C 0.851 -0.085 1.040
C -0.020 -1.013 0.462
C -0.328 -0.824 -0.910
C 0.092 0.290 -1.614
C 0.852 1.220 -0.931
H 1.281 -0.223 2.021
H -0.252 -1.895 1.040
H -0.864 -1.582 -1.462
H -0.075 0.396 -2.676
H 1.147 2.122 -1.447
N -5.510 -1.975 -3.947
C -4.885 -3.185 -3.863
C -3.997 -3.501 -2.838
C -3.786 -2.654 -1.768
C -4.400 -1.396 -1.862
C -5.215 -1.096 -2.965
H -4.899 -3.887 -4.684
H -3.356 -4.369 -2.901
H -3.205 -3.035 -0.941
H -4.257 -0.739 -1.017
H -5.669 -0.120 -3.054
N -1.910 0.887 -6.588
C -2.309 0.523 -5.323
C -1.933 -0.634 -4.707
C -0.997 -1.442 -5.347
C -0.504 -1.056 -6.601
C -1.036 0.099 -7.222
H -3.082 1.137 -4.885
H -2.484 -0.978 -3.844
H -0.584 -2.343 -4.918
H 0.216 -1.712 -7.068
H -0.788 0.336 -8.246
N 1.316 -1.590 4.726
C 0.050 -2.095 4.784
C -0.545 -2.306 6.049
C 0.214 -2.159 7.204
C 1.560 -1.716 7.097
C 2.042 -1.395 5.840
H -0.557 -2.247 3.904
H -1.534 -2.737 6.093
H -0.215 -2.457 8.149
H 2.151 -1.620 7.996
H 3.063 -1.041 5.855
N -1.294 -5.241 -1.406
C -0.587 -4.897 -2.498
C -0.716 -5.586 -3.693
C -1.599 -6.655 -3.771
C -2.254 -7.067 -2.621
C -2.021 -6.320 -1.483
H 0.015 -4.007 -2.391
H -0.169 -5.225 -4.552
H -1.666 -7.154 -4.726
H -2.967 -7.879 -2.596
H -2.582 -6.554 -0.590
N 4.376 1.258 4.807
C 3.530 1.418 3.714
C 2.387 2.199 3.746
C 2.148 2.914 4.909
C 2.953 2.823 6.046
C 4.071 1.968 5.937
H 3.888 0.945 2.811
H 1.705 2.293 2.913
H 1.318 3.605 4.876
H 2.705 3.446 6.893
H 4.689 1.697 6.780
N -3.326 -2.969 2.693
C -3.363 -3.866 1.644
C -4.357 -4.729 1.358
C -5.479 -4.600 2.178
C -5.469 -3.769 3.265
C -4.434 -2.902 3.509
H -2.436 -3.891 1.091
H -4.369 -5.437 0.542
H -6.301 -5.294 2.081
H -6.301 -3.615 3.936
H -4.470 -2.180 4.312
N 4.027 5.811 1.663
C 4.521 5.986 0.398
C 3.834 5.573 -0.791
C 2.693 4.762 -0.635
C 2.195 4.483 0.714
C 2.864 5.080 1.796
H 5.426 6.566 0.293
H 4.285 5.823 -1.740
H 2.055 4.506 -1.468
H 1.311 3.882 0.866
H 2.624 4.788 2.808
N 3.682 3.650 -5.064
C 4.194 2.894 -4.067
C 3.673 1.662 -3.685
C 2.576 1.130 -4.452
C 2.021 1.914 -5.492
C 2.599 3.156 -5.714
H 5.084 3.238 -3.561
H 4.074 1.086 -2.865
H 2.174 0.139 -4.297
H 1.156 1.595 -6.054
H 2.196 3.703 -6.553
N -1.425 3.568 3.384
C -1.060 2.267 3.358
C -1.148 1.437 4.446
C -1.558 1.936 5.692
C -1.878 3.315 5.788
C -1.789 4.090 4.586
H -0.939 1.785 2.399
H -1.046 0.364 4.368
H -1.694 1.320 6.568
H -2.027 3.796 6.744
H -1.920 5.158 4.493
*
```

Maximum force (eV/A): 4.6
Energy above the lowest of the compared OMol25 structures with the same formula, charge and spin (kJ/mol): 441.4


Entry 3:
Molecular formula: C66H71Cl4NO10PS
Method: DFT, ωB97M-V/def2-TZVPD

ORCA input file:
```
! RIJCOSX wB97M-V def2-TZVPD def2/J DEFGRID3
* xyz 1 1
C 1.839 0.510 -9.927
C 1.144 -0.145 -8.737
C 1.936 -1.281 -8.103
C 3.334 -0.884 -7.624
C 3.919 -2.001 -6.722
C 4.157 -1.527 -5.282
C 2.950 -1.818 -4.349
C 3.459 -2.171 -2.943
C 2.615 -1.889 -1.699
C 3.529 -2.108 -0.433
Cl 3.476 -0.748 0.726
C 4.982 -2.620 -0.599
C 6.110 -1.644 -0.869
Cl 5.381 -3.336 1.041
N 1.929 -0.550 -1.725
C 2.664 0.696 -2.179
C 4.133 0.921 -1.844
C 1.899 1.915 -1.572
C 1.308 2.853 -2.625
C 2.342 3.487 -3.558
C 0.583 -0.488 -2.430
C 0.029 -1.715 -3.162
C -1.502 -1.655 -3.338
Cl -2.097 0.021 -3.419
C -1.865 -2.389 -4.651
C -1.695 -1.590 -5.920
Cl -3.616 -2.799 -4.510
C 0.535 -3.095 -2.715
O -0.499 -4.015 -2.461
C 1.516 -3.021 -1.513
O 2.137 -4.296 -1.602
P 0.465 -2.986 0.034
O 0.129 -4.513 0.308
O 1.303 -2.576 1.329
S -1.180 -1.966 0.007
H 2.872 0.768 -9.726
H 1.310 1.425 -10.163
H 1.801 -0.147 -10.790
H 0.210 -0.569 -9.095
H 0.920 0.601 -7.979
H 2.054 -2.114 -8.794
H 1.379 -1.643 -7.238
H 3.320 0.048 -7.064
H 3.975 -0.766 -8.490
H 4.868 -2.317 -7.141
H 3.289 -2.884 -6.715
H 4.999 -2.092 -4.890
H 4.382 -0.467 -5.252
H 2.417 -2.621 -4.839
H 2.309 -0.944 -4.408
H 4.392 -1.630 -2.891
H 3.754 -3.208 -2.972
H 3.131 -2.900 0.174
H 5.047 -3.496 -1.220
H 7.027 -2.094 -0.515
H 6.011 -0.692 -0.365
H 6.276 -1.454 -1.924
H 1.677 -0.364 -0.746
H 2.602 0.843 -3.246
H 4.337 1.118 -0.807
H 4.852 0.242 -2.283
H 4.352 1.874 -2.316
H 1.119 1.601 -0.876
H 2.581 2.522 -0.991
H 0.856 3.663 -2.063
H 0.498 2.394 -3.188
H 2.763 4.383 -3.123
H 3.107 2.802 -3.907
H 1.819 3.810 -4.453
H -0.159 -0.159 -1.720
H 0.568 0.300 -3.163
H 0.344 -1.631 -4.194
H -2.026 -2.186 -2.561
H -1.333 -3.325 -4.707
H -1.916 -2.256 -6.750
H -0.672 -1.270 -6.082
H -2.392 -0.773 -6.003
H 1.151 -3.525 -3.492
H -0.345 -4.828 -2.964
H 2.343 -4.664 -0.728
H -0.806 -4.616 0.032
H 1.008 -3.105 2.094
C -2.018 -13.194 0.460
C -2.530 -13.075 1.749
C -2.948 -11.843 2.220
C -2.847 -10.720 1.409
C -2.314 -10.836 0.122
C -1.910 -12.078 -0.351
C -2.155 -9.640 -0.748
O -1.695 -9.733 -1.867
C -2.567 -8.314 -0.206
C -2.378 -7.178 -0.981
C -2.766 -5.940 -0.498
C -3.352 -5.830 0.760
C -3.539 -6.960 1.538
C -3.140 -8.203 1.061
C -3.318 -9.406 1.925
O -3.828 -9.309 3.021
H -1.700 -14.160 0.091
H -2.603 -13.947 2.384
H -3.351 -11.748 3.219
H -1.509 -12.166 -1.351
H -1.925 -7.268 -1.960
H -2.616 -5.053 -1.105
H -3.660 -4.861 1.132
H -3.991 -6.881 2.517
C 0.788 1.192 1.985
C 2.060 1.689 2.256
C 2.228 3.008 2.638
C 1.121 3.843 2.739
C -0.152 3.352 2.446
C -0.316 2.022 2.079
C -1.347 4.244 2.506
O -2.451 3.811 2.254
C -1.143 5.671 2.872
C -2.234 6.531 2.882
C -2.063 7.859 3.233
C -0.803 8.333 3.584
C 0.290 7.483 3.571
C 0.126 6.151 3.207
C 1.315 5.258 3.168
O 2.417 5.664 3.471
H 0.660 0.154 1.695
H 2.918 1.036 2.162
H 3.214 3.395 2.854
H -1.307 1.642 1.866
H -3.213 6.160 2.614
H -2.913 8.528 3.239
H -0.675 9.370 3.867
H 1.271 7.849 3.841
C -6.520 10.931 9.595
C -6.762 10.020 10.618
C -5.986 8.880 10.732
C -4.969 8.639 9.817
C -4.740 9.544 8.777
C -5.512 10.694 8.677
C -3.686 9.284 7.759
O -3.480 10.069 6.856
C -2.892 8.029 7.871
C -1.941 7.743 6.902
C -1.186 6.587 6.992
C -1.372 5.715 8.061
C -2.322 5.993 9.029
C -3.091 7.146 8.933
C -4.132 7.416 9.964
O -4.296 6.656 10.895
H -7.122 11.826 9.514
H -7.558 10.202 11.328
H -6.169 8.172 11.528
H -5.324 11.398 7.878
H -1.796 8.423 6.076
H -0.448 6.365 6.231
H -0.775 4.815 8.135
H -2.472 5.316 9.858
*
```

Maximum force (eV/A): 2.5
DFT total energy (a.u.): -5944.95119


Question: Look up the maximum force of the third one.
Answer: 2.5 eV/A